# C44H32MnN3O3S3

C44H32MnN3O3S3 as an isolated structure in a non-equilibrium geometry (ωB97M-V/def2-TZVPD, the OMol25 dataset).

Geometry as XYZ:
```
86
Properties=species:S:1:pos:R:3:forces:R:3:mulliken_charge:R:1
C -2.036304 -0.757357 -4.220043 -1.153 -0.494 -0.860 -0.70
H -3.989745 -4.011886 -0.131237 0.785 0.106 0.402 0.43
C 1.286871 -3.442953 1.726836 0.196 -0.671 -1.491 -0.81
C -0.856131 -5.348723 -0.630478 -0.314 0.113 0.527 0.21
C -1.186794 5.599152 -1.645710 -0.998 1.821 1.199 -0.59
C 1.065992 1.924012 -1.946888 -2.788 1.618 0.719 -0.49
C -2.134404 0.364970 -1.738011 0.561 -2.102 0.623 0.14
H -1.215564 5.583877 -3.769896 -0.581 0.407 -0.818 0.48
C 0.006503 3.805942 -0.550912 -0.235 0.094 1.255 1.19
N 3.290372 0.898268 1.385859 -0.438 0.697 0.370 0.43
H -0.948694 -0.024263 5.429710 0.591 0.309 0.129 0.38
H -6.141703 3.043511 1.619206 0.333 -0.169 -0.156 0.37
C -5.670742 2.168783 1.164788 0.869 0.767 0.668 -0.73
H -1.044873 0.498265 3.079472 -0.586 0.250 -0.171 0.68
H -7.474777 1.157562 1.187610 -0.260 -0.471 -0.216 0.38
C -2.506804 0.536995 -4.077584 0.972 -0.236 0.825 -0.83
H 0.060869 3.403428 -3.868649 -0.088 0.235 -0.046 0.50
C -1.817794 -1.585976 -3.124501 0.857 0.420 1.036 -0.87
C -0.027461 0.333805 4.947199 -0.629 -0.518 0.068 -0.79
H 1.038446 -3.591320 -1.641651 0.235 -0.507 -0.851 0.60
C -6.436832 1.073314 0.908465 0.153 -0.921 -0.447 -0.35
H -0.409296 -6.562971 -2.368302 -0.354 0.914 0.159 0.40
H -3.685851 2.973254 1.127243 0.574 0.695 0.241 0.57
O -1.231637 0.193123 0.769612 -0.627 0.425 -0.702 -0.44
Mn 1.094162 0.957347 0.892554 -0.805 -0.211 -1.034 0.11
C 6.742731 0.537664 0.248970 -0.301 -0.678 -0.093 -0.85
C -1.092969 -5.833970 -1.889697 -0.888 -1.190 0.028 -0.20
C 3.479642 1.011402 2.677326 -0.151 -0.428 1.051 0.80
H 7.404160 0.267143 -1.711344 -0.759 0.218 -0.159 0.35
C -0.961006 5.085207 -2.876483 1.702 -2.445 -0.551 -0.83
C -2.412149 -5.651181 -2.369265 1.506 -0.717 -1.198 -0.37
N 1.340330 -1.272824 0.678355 0.440 0.926 -1.421 0.80
C 1.334056 -1.830614 -0.534042 -0.358 -0.878 0.214 -0.74
C 1.017424 0.874962 2.860502 -0.162 0.232 -0.906 1.21
H 1.320971 -1.206558 -1.411246 0.022 0.409 0.047 0.41
H -1.843193 6.490556 -1.560120 0.715 -0.480 0.095 0.32
H 1.613616 -1.618781 2.636536 0.006 0.769 1.080 0.20
C 6.521132 0.509360 -1.103512 0.708 0.016 0.430 -0.61
C 5.865059 0.936138 2.493736 0.935 -0.007 0.809 -0.79
C -2.497944 1.120292 -2.818678 0.076 -0.794 -0.338 -0.54
C -3.086172 -4.479876 -0.540708 -0.565 0.078 -0.667 -0.58
C -3.739857 1.014195 0.287158 0.276 1.911 0.958 0.17
H 1.411611 -3.975990 2.681423 -0.394 0.085 -0.755 0.47
C -1.868960 -4.634691 0.064383 0.431 -0.379 -1.032 -0.10
H -1.672082 -4.197437 1.002685 0.206 0.235 1.075 0.52
S 0.380687 3.129313 1.060132 0.244 0.386 0.119 -0.51
C 4.130395 0.899745 -0.825072 2.005 -0.237 1.546 -0.33
H -2.728952 1.140076 -4.920561 -0.266 0.319 -0.717 0.43
H 5.043813 0.813590 -2.726399 0.404 -0.081 0.949 0.43
C 4.768862 1.064410 3.277312 -0.084 0.058 -0.176 -1.38
O 0.902921 1.023781 -1.033442 0.509 -0.369 0.500 1.06
C 2.245413 0.904687 3.474349 0.392 0.444 0.756 0.80
C 2.310359 0.736219 4.844568 0.993 -0.167 0.273 -0.82
O 1.679122 1.769927 -2.955890 1.404 -0.388 -1.586 -0.72
H 1.350376 0.075516 6.631398 -0.279 0.267 -0.422 0.39
C 5.656260 0.768051 1.143144 0.658 0.103 -2.302 0.92
H -0.835691 5.459681 0.471215 0.008 0.099 -0.182 0.45
H -1.504619 -2.621088 -3.235942 -0.265 0.083 -0.150 0.38
C 1.079423 -4.015981 0.444547 0.922 -0.217 1.035 -0.14
S -2.017967 1.143821 -0.140370 0.616 -0.490 0.525 0.65
C 1.429401 -2.074351 1.705982 -0.001 -0.745 1.371 -0.14
H 3.297454 0.841218 5.283328 -0.309 -0.262 0.423 0.33
H -2.761108 2.130267 -2.689050 -0.250 1.227 0.120 0.55
H 6.924572 0.976668 2.864882 -1.285 -0.153 -0.171 0.37
C 5.225651 0.771171 -1.626838 -0.376 -0.146 -1.588 -0.83
N -3.327287 -4.967584 -1.766475 -1.214 0.152 0.299 -0.54
H -1.699881 -1.602797 -0.923009 0.331 0.086 -0.259 0.98
C -4.292976 2.129964 0.922664 -0.585 -0.593 -0.734 -0.50
H -2.682573 -6.114787 -3.322392 0.028 0.230 0.139 0.37
C -0.121047 0.639625 3.595008 0.197 -0.578 0.511 -0.40
C -0.212186 3.886412 -2.935181 -0.291 0.258 0.007 -0.28
H -2.038321 -1.163667 -5.234351 0.273 -0.054 0.344 0.37
C 1.210875 0.361428 5.581455 -0.243 0.080 0.636 -0.83
H 4.935715 1.154376 4.324503 -0.347 0.196 0.587 0.41
H 7.695565 0.187891 0.676432 -0.320 0.623 -0.286 0.32
C -5.852273 -0.072061 0.308196 -3.054 0.620 0.864 -0.94
C -4.534571 -0.041534 -0.008115 0.296 -3.071 -1.316 0.14
C 4.357979 0.871237 0.588305 0.573 -0.259 -0.916 0.13
H 3.132825 1.019735 -1.138588 -0.757 0.071 -0.720 0.14
H -4.136834 -0.936169 -0.531158 -0.044 0.759 0.365 0.25
C 0.205354 3.226012 -1.776890 1.410 -1.030 -0.987 0.00
S 0.679696 -5.739305 0.168246 0.018 0.562 0.328 -0.21
C -0.646509 5.031604 -0.509868 -0.694 -0.069 0.600 -0.75
C 1.247066 -3.214489 -0.674970 -0.812 0.986 0.803 -0.73
C -1.823334 -1.027507 -1.838744 -0.782 1.327 -0.674 -0.11
H -6.577835 -0.900301 0.107007 1.258 0.519 -0.014 0.35
```
Forces are in eV/Å.

spin multiplicity = 5
HOMO level (alpha / beta) = -0.266 / -0.274 hartree
energy relative to the best compared isomer or geometry (same formula, charge and spin) = 0.0 kJ/mol
strongest force on any atom = 0.0652 hartree/bohr
Kohn-Sham gap (alpha / beta) = 0.262 / 0.265 Eh
expectation value of S² = 6.119